Entry 1:
Formula: C3H9NO2
Source: the OMol25 dataset
Level of theory: ωB97M-V/def2-TZVPD

Properties
Structure (SMILES) ... CC(N)=O.CO
HOMO level ... -9.8 eV
E ... -8842.03609 eV

The geometry in XYZ format:
```
15
Properties=species:S:1:pos:R:3:forces:R:3:mulliken_charge:R:1
C 1.14379 -0.34116 -0.44588 0.18 -0.09 0.04 -0.548
C 1.30321 -1.80998 -0.12356 0.05 -0.05 -0.16 0.553
O 0.43054 -2.62312 -0.34618 -0.08 -0.02 -0.04 -0.611
N 2.48347 -2.16757 0.45114 0.23 -0.08 0.09 -0.369
H 0.31607 0.01113 0.17016 0.10 0.22 -0.12 -0.009
H 0.88947 -0.20687 -1.49873 -0.11 -0.14 0.14 0.263
H 2.64463 -3.13630 0.66873 -0.12 0.00 -0.01 0.224
H 3.21578 -1.51395 0.65340 -0.06 0.09 -0.07 0.187
H 2.05550 0.22497 -0.24523 -0.18 0.06 0.11 0.298
C -2.28152 1.79950 0.43359 0.55 0.31 -0.10 -0.396
O -2.32480 2.51138 -0.79605 -0.17 0.14 0.04 -0.510
H -3.17937 2.37640 -1.21244 0.04 -0.07 0.00 0.297
H -1.61913 2.35279 1.10334 -0.14 0.03 0.01 0.211
H -3.25057 1.69489 0.90956 -0.19 -0.02 0.02 0.290
H -1.82706 0.82790 0.27815 -0.11 -0.40 0.03 0.121
```
Forces are in eV/Å.



Entry 2:
Formula: CNO3S2
Source: the OMol25 dataset
Level of theory: ωB97M-V/def2-TZVPD

Properties
Net charge ... -1
Structure (SMILES) ... N#COS(=O)(=O)[S-]
HOMO level ... -5.1 eV
E ... -30341.22718 eV

The geometry in XYZ format:
```
7
Properties=species:S:1:pos:R:3:forces:R:3:mulliken_charge:R:1
C 1.28628 0.56262 -0.27352 0.56 -0.01 0.57 0.576
N 2.24816 0.75530 0.32451 1.01 0.31 0.29 -0.502
O 0.22429 0.33184 -0.89014 -1.08 -0.59 -0.91 -0.407
O -0.52524 -0.48481 1.41783 0.44 0.45 -0.18 -0.570
O -1.45676 -1.59173 -0.50693 0.49 0.40 -0.68 -0.555
S -2.42244 1.06338 -0.08118 0.05 0.05 -0.07 -0.432
S -1.10546 -0.33925 0.11060 -1.47 -0.60 0.98 0.890
```
Forces are in eV/Å.



Entry 3:
Formula: C37H33BrF4MnN6OP
Source: the OMol25 dataset
Level of theory: ωB97M-V/def2-TZVPD

Properties
Net charge ... +2
2S+1 ... 5
HOMO level (alpha / beta) ... -14.2 / -14.2 eV
E ... -171400.19069 eV

The geometry in XYZ format:
```
84
Properties=species:S:1:pos:R:3:forces:R:3:lowdin_spin:R:1
Mn -0.20939 0.15854 -1.11435 -0.07 0.46 0.36 4.053
O 1.24753 0.28733 2.54786 0.08 -0.01 -0.11 0.003
C 1.03486 -0.43440 1.59473 0.26 0.08 0.13 0.011
N -0.03561 -0.18954 0.74201 -0.41 -0.49 0.30 -0.026
C -0.91071 0.83735 1.32472 0.60 0.46 0.08 0.010
C -0.34824 2.21367 1.00709 0.01 -0.21 -0.20 0.004
C -0.68770 3.35359 1.71095 0.06 0.00 0.08 0.001
C -0.09536 4.55711 1.36390 0.06 0.00 -0.07 0.001
C 0.83163 4.57858 0.32946 -0.03 -0.06 0.08 0.001
C 1.10160 3.39522 -0.32946 0.21 -0.02 0.08 0.003
N 0.51868 2.23461 -0.01946 -0.23 -0.07 -0.08 0.031
C 1.82171 -1.71117 1.48994 -0.18 0.03 -0.14 0.002
C 2.84930 -1.92482 2.39324 -0.02 -0.04 0.01 0.001
C 3.40355 -3.19308 2.46938 0.02 -0.02 0.02 0.000
C 2.88705 -4.20227 1.67148 0.00 0.04 -0.02 0.000
C 1.88423 -3.88385 0.77131 0.05 0.03 0.03 0.000
N 1.38438 -2.65558 0.65962 -0.05 0.02 0.22 -0.002
H -0.92692 0.70182 2.40711 -0.07 0.02 -0.05 -0.001
H -1.92196 0.70186 0.96423 -0.06 0.08 -0.05 0.002
H -1.37701 3.28804 2.54245 -0.01 0.01 -0.01 0.000
H -0.33160 5.46260 1.90622 -0.01 0.00 0.01 0.000
H 1.34775 5.48408 0.04591 -0.01 0.02 0.01 0.000
H 1.84096 3.36899 -1.12391 -0.03 0.01 -0.05 0.000
H 3.15731 -1.11898 3.04234 0.02 0.00 0.01 0.000
H 4.20443 -3.39735 3.16694 0.00 -0.01 0.00 0.000
H 3.25432 -5.21635 1.73449 0.02 -0.01 0.01 0.000
H 1.47133 -4.63674 0.10774 -0.02 0.00 0.00 0.000
F 0.52178 -2.62200 -7.62574 -0.01 0.02 0.07 0.000
C 0.52315 -2.52474 -6.31286 0.01 -0.01 -0.04 0.000
C 1.17193 -3.47333 -5.53803 -0.01 0.01 -0.07 0.000
F 1.79377 -4.48050 -6.12009 -0.02 0.02 0.06 0.000
C 1.16928 -3.35634 -4.15655 0.12 -0.06 -0.14 -0.004
F 1.82279 -4.30979 -3.48314 -0.05 -0.01 0.07 -0.001
C 0.53240 -2.32080 -3.48743 0.18 -0.13 0.04 -0.013
P 0.64240 -2.14044 -1.63192 -0.18 0.44 -0.52 -0.127
C 2.44862 -1.84782 -1.67275 0.12 -0.29 0.25 -0.014
C 2.83038 -0.51163 -1.73592 -0.06 0.32 -0.01 0.014
C 4.16623 -0.15870 -1.87048 0.02 -0.05 0.01 0.002
C 5.13596 -1.14664 -1.93677 -0.07 0.03 0.00 0.000
C 4.76084 -2.48093 -1.85977 0.01 -0.03 0.02 -0.001
C 3.42823 -2.83634 -1.72340 0.08 0.06 0.03 -0.006
C -0.56092 -3.42639 -1.16028 0.19 -0.11 0.01 -0.013
C -0.80357 -4.54614 -1.95457 -0.01 -0.06 -0.07 -0.007
C -1.81835 -5.42962 -1.61439 0.00 0.00 0.00 0.000
C -2.61505 -5.18995 -0.50654 0.03 0.01 -0.02 -0.006
C -2.38436 -4.06671 0.27827 0.00 0.00 0.01 0.001
C -1.35473 -3.19713 -0.03372 -0.03 0.01 0.07 -0.003
C -0.08108 -1.39509 -4.30039 -0.18 0.24 -0.27 -0.001
Br -0.93357 0.08948 -3.50682 0.02 -0.16 -0.33 -0.003
C -0.10924 -1.46860 -5.67806 0.07 -0.09 -0.12 0.000
F -0.71956 -0.53820 -6.40398 0.00 0.00 0.08 0.000
H 2.11283 0.31671 -1.67152 0.08 -0.24 -0.02 0.008
H 4.44313 0.88574 -1.91059 0.01 0.01 -0.01 0.000
H 6.17825 -0.87988 -2.04139 0.01 0.01 0.00 0.000
H 5.51211 -3.25799 -1.90252 0.01 0.00 0.00 0.000
H 3.17041 -3.88152 -1.65955 -0.02 -0.01 0.02 0.000
H -0.21036 -4.77055 -2.82792 -0.08 0.03 0.10 0.000
H -1.97945 -6.30659 -2.22608 -0.02 -0.01 0.01 0.000
H -3.40858 -5.87922 -0.25254 -0.01 0.00 0.01 0.000
H -2.99791 -3.87407 1.14796 -0.01 -0.01 0.00 0.000
H -1.15672 -2.34869 0.60678 0.01 0.02 -0.04 0.001
C -2.02386 4.41032 -4.49148 -0.03 -0.02 -0.09 0.000
C -0.80109 4.42864 -3.60447 0.04 0.05 0.13 0.000
N -0.85550 3.27291 -2.71510 0.09 -0.24 -0.16 0.003
C -1.98370 2.66190 -2.29301 0.12 0.46 0.01 0.008
N -1.85232 1.59122 -1.51513 -0.64 -0.53 0.26 0.042
C -3.09643 0.92354 -1.07053 0.12 -0.10 -0.12 0.011
C -4.28875 1.17058 -1.96896 -0.09 -0.05 -0.05 0.002
C -4.41282 2.66245 -2.16096 -0.01 0.07 0.00 0.001
N -3.15906 3.17636 -2.70178 0.01 -0.07 0.07 0.005
C -3.24979 4.32747 -3.60972 0.00 0.00 0.11 0.001
H -1.98929 3.54350 -5.15592 0.01 0.02 -0.01 0.000
H -2.06748 5.30495 -5.11005 0.00 0.02 0.02 0.000
H -0.77422 5.34958 -3.01462 0.03 0.00 -0.02 0.000
H 0.12179 4.37146 -4.17927 -0.02 -0.01 -0.03 0.000
H 0.00596 2.84809 -2.42341 -0.05 0.09 0.06 0.001
H -3.34716 1.24883 -0.05814 -0.06 0.06 -0.03 0.000
H -2.90292 -0.15848 -1.01361 0.00 0.03 0.04 0.004
H -5.19359 0.77524 -1.50809 0.03 -0.04 0.01 0.000
H -4.16241 0.67512 -2.93481 0.02 0.03 0.00 0.000
H -4.64619 3.15448 -1.21091 0.00 0.01 -0.02 0.000
H -5.20222 2.92153 -2.86422 -0.01 -0.07 0.01 0.000
H -3.37944 5.24702 -3.03099 0.02 0.00 -0.01 0.000
H -4.15030 4.18640 -4.20674 0.03 0.02 -0.02 0.000
```
Forces are in eV/Å.



Entry 4:
Formula: Cl2H4OSi2
Source: the OMol25 dataset
Level of theory: ωB97M-V/def2-TZVPD

Properties
HOMO level ... -9.7 eV
E ... -42914.42784 eV

The geometry in XYZ format:
```
9
Properties=species:S:1:pos:R:3:forces:R:3:mulliken_charge:R:1
O 3.64480 -1.08384 -0.14546 -0.42 -0.28 0.47 -0.386
Si -2.44219 0.42096 -0.10116 1.15 2.08 0.47 0.556
Si 2.50289 -0.23122 -0.96925 0.15 0.12 -0.03 0.297
Cl -1.29508 -1.08803 0.45447 0.67 -2.26 1.25 -0.205
Cl 1.61060 0.87040 0.60057 0.04 0.01 0.02 -0.256
H 3.50304 -1.23144 0.80864 0.29 0.24 -0.45 0.335
H -1.43624 0.82652 -1.04949 -0.38 0.80 -1.24 -0.133
H -3.73128 -0.01300 -0.51834 -0.91 -0.13 -0.30 -0.114
H -2.35655 1.52966 0.92001 -0.58 -0.58 -0.20 -0.096
```
Forces are in eV/Å.



Entry 5:
Formula: C5H7NS2
Source: the OMol25 dataset
Level of theory: ωB97M-V/def2-TZVPD

Properties
HOMO level ... -8.5 eV
E ... -28452.17186 eV

The geometry in XYZ format:
```
15
Properties=species:S:1:pos:R:3:forces:R:3:mulliken_charge:R:1
C -0.20423 1.18884 1.29633 0.40 3.01 3.21 -0.481
C 0.22265 0.14970 0.43728 -2.79 -0.20 -1.54 0.215
C -0.61123 -1.85526 -0.62862 0.55 -1.13 1.68 -0.393
C -1.72940 -1.02657 -1.31473 -8.34 -2.29 -0.37 -0.310
C -0.63113 -0.39859 -0.79376 2.97 4.23 1.55 0.142
H -1.60795 3.21099 0.88933 3.85 -0.49 -1.38 0.167
H 0.49983 1.36110 2.25442 -1.76 -1.02 -2.11 0.276
H -1.26564 0.97060 1.59906 1.08 0.63 -0.17 0.349
H -0.81575 -2.01536 0.44907 -1.52 -0.32 -0.81 0.241
H -2.77669 -1.23814 -0.65149 3.09 0.58 -1.48 0.187
H -2.21189 -0.94303 -2.40949 2.18 -0.30 2.20 0.249
H -0.11936 -0.15719 -1.70444 1.33 0.60 -0.22 0.186
N 1.23085 -0.52152 0.68590 1.14 -2.46 -1.18 -0.511
S -0.02738 2.82367 0.40806 -4.72 0.47 1.46 -0.243
S 1.11497 -1.94161 -0.35848 2.54 -1.31 -0.86 -0.075
```
Forces are in eV/Å.



Entry 6:
Formula: C2H6N3O
Source: the OMol25 dataset
Level of theory: ωB97M-V/def2-TZVPD

Properties
Net charge ... +1
HOMO level (alpha / beta) ... -14.9 / -14.9 eV
E ... -8677.31984 eV

The geometry in XYZ format:
```
12
Properties=species:S:1:pos:R:3:forces:R:3:mulliken_charge:R:1
C 0.87006 -0.55698 1.39410 1.46 0.49 2.52 0.146
C -1.04752 0.19891 0.90232 -1.32 -1.39 -0.39 -0.182
N -0.01908 0.27204 1.80490 3.42 -0.10 0.45 -0.281
N -0.72543 -0.85713 -0.05804 1.63 -0.06 -0.49 0.128
N 0.35200 0.41349 -1.87062 -0.36 -0.79 -0.95 -0.630
O 0.46173 -1.28201 0.31566 -2.42 -0.42 -1.07 -0.014
H 1.92534 -0.89432 1.76522 -2.30 1.00 -0.46 0.357
H -1.95177 -0.16919 1.47470 0.22 0.26 -0.84 0.337
H -1.28038 1.13175 0.37384 -0.26 -0.07 0.15 0.330
H -0.50574 1.01891 -1.90128 2.02 -0.40 -0.37 0.259
H 0.70646 0.03508 -2.79274 -1.39 0.58 1.24 0.276
H 1.21434 0.68946 -1.40804 -0.69 0.90 0.21 0.276
```
Forces are in eV/Å.